(one)
Entry from the Open Molecules 2025 dataset: 2 unconnected molecules or ions with the total composition C7H13N3O2 (ωB97M-V/def2-TZVPD).

Summary:
HOMO energy = -9.08 eV
SMILES = N#CCC(N)=O.CCNCC=O
Net charge = 0
Gap between HOMO and LUMO = 0.35645 hartree

Each atom is followed by the atoms it is bonded to, with distances in Å.
Geometry (Å):
1 N 1.1722 3.8700 2.1372  C2 1.162
2 C 1.3657 3.2914 1.1487  N1 1.162, C3 1.460
3 C 1.5277 2.5432 -0.0944  C2 1.460, C4 1.528, H7 1.100, H8 1.102
4 C 0.2557 1.8942 -0.6379  C3 1.528, N5 1.359, O6 1.216
5 N -0.8810 2.0761 0.0838  C4 1.359, H9 1.020, H10 1.019
6 O 0.3071 1.2484 -1.6671  C4 1.216
7 H 1.9256 3.2038 -0.8788  C3 1.100
8 H 2.2754 1.7474 0.0506  C3 1.102
9 H -0.8865 2.6245 0.9435  N5 1.020
10 H -1.7422 1.6556 -0.2639  N5 1.019
11 C -0.1126 -3.0432 -1.8623  C12 1.523, H17 1.097, H18 1.098, H19 1.093
12 C -0.8162 -1.9612 -1.0534  C11 1.523, N13 1.456, H20 1.079, H21 1.104
13 N -0.0754 -1.6701 0.1661  C12 1.456, C14 1.448, H22 1.025
14 C -0.6737 -0.6244 0.9688  N13 1.448, C15 1.512, H23 1.032, H24 1.106
15 C -0.0063 -0.5254 2.3221  C14 1.512, O16 1.204, H25 1.108
16 O 0.0190 0.4738 2.9925  C15 1.204
17 H -0.6916 -3.3000 -2.7580  C11 1.097
18 H 0.8823 -2.7097 -2.1867  C11 1.098
19 H 0.0140 -3.9442 -1.2565  C11 1.093
20 H -0.9456 -1.0734 -1.6525  C12 1.079
21 H -1.8206 -2.3129 -0.7604  C12 1.104
22 H 0.8809 -1.4048 -0.0881  N13 1.025
23 H -0.6924 0.3075 0.5267  C14 1.032
24 H -1.7314 -0.8921 1.1528  C14 1.106
25 H 0.4499 -1.4747 2.6672  C15 1.108

How is the electron density shared among the atoms? According to natural (NBO), the charges in e are:
1 N -0.294
2 C 0.266
3 C -0.616
4 C 0.684
5 N -0.823
6 O -0.609
7 H 0.283
8 H 0.279
9 H 0.432
10 H 0.417
11 C -0.610
12 C -0.217
13 N -0.628
14 C -0.342
15 C 0.441
16 O -0.526
17 H 0.213
18 H 0.202
19 H 0.212
20 H 0.180
21 H 0.179
22 H 0.352
23 H 0.202
24 H 0.208
25 H 0.113

---

(two)
Entry from the Open Molecules 2025 dataset: C7H13N3O2 in the gas phase (ωB97M-V/def2-TZVPD).

Summary:
HOMO energy (alpha / beta) = -8.53 / -8.53 eV
SMILES = CO/N=C/CCCC/C=N\N=O
Net charge = 0
Gap between HOMO and LUMO (alpha / beta) = 0.32114 / 0.32116 hartree

Each atom is followed by the atoms it is bonded to, with distances in Å.
Geometry (Å):
1 C -2.6890 0.6099 3.0315  O2 1.434, H13 1.108, H14 1.068, H15 1.155
2 O -2.0086 1.3856 2.0349  C1 1.434, N3 1.356
3 N -1.7340 0.7293 0.8811  O2 1.356, C4 1.292
4 C -0.7991 1.2346 0.1469  N3 1.292, C5 1.491, H16 1.190
5 C -0.3099 0.5434 -1.0799  C4 1.491, C6 1.564, H17 1.037, H18 1.110
6 C -0.1232 -0.9993 -0.9042  C5 1.564, C7 1.556, H19 1.075, H20 1.157
7 C 1.3623 -1.4625 -0.8752  C6 1.556, C8 1.521, H21 1.130, H22 1.059
8 C 2.0533 -0.8062 0.3098  C7 1.521, C9 1.507, H23 1.147, H24 1.084
9 C 2.5645 0.5551 -0.0863  C8 1.507, N10 1.255, H25 1.047
10 N 2.4614 1.6173 0.5747  C9 1.255, N11 1.229
11 N 1.7990 2.6134 0.8585  N10 1.229, O12 1.209
12 O 1.8491 3.3931 1.7810  N11 1.209
13 H -2.8712 1.2231 3.9366  C1 1.108
14 H -2.0641 -0.1966 3.3459  C1 1.068
15 H -3.6394 0.2234 2.5008  C1 1.155
16 H -0.1411 2.1844 0.4298  C4 1.190
17 H 0.6238 0.9625 -1.2486  C5 1.037
18 H -0.9566 0.8621 -1.9242  C5 1.110
19 H -0.6301 -1.3775 -1.7730  C6 1.075
20 H -0.5848 -1.3428 0.0994  C6 1.157
21 H 1.4309 -2.5639 -0.6309  C7 1.130
22 H 1.8379 -1.3307 -1.8125  C7 1.059
23 H 1.2860 -0.8657 1.1608  C8 1.147
24 H 2.8699 -1.4434 0.6313  C8 1.084
25 H 3.2387 0.6863 -0.8762  C9 1.047

How is the electron density shared among the atoms? According to natural (NBO), the charges in e are:
1 C -0.250
2 O -0.399
3 N -0.158
4 C 0.034
5 C -0.463
6 C -0.397
7 C -0.394
8 C -0.471
9 C 0.096
10 N -0.163
11 N 0.244
12 O -0.390
13 H 0.203
14 H 0.173
15 H 0.186
16 H 0.199
17 H 0.202
18 H 0.232
19 H 0.216
20 H 0.223
21 H 0.212
22 H 0.203
23 H 0.234
24 H 0.236
25 H 0.191

---

Compare the structures above. Which one is the least stable? (two) is.